[1]
An isolated molecule of C4H7NO, computed with ωB97M-V/def2-TZVPD.

The value obtained for the energy above the lowest of the compared OMol25 structures with the same formula, charge and spin is 185.8 kJ/mol. For the gap between HOMO and LUMO, the calculation gives 10.7 eV. The maximum force comes out at 0.0092 hartree/bohr. Its electronic energy is -7797.7184 eV. For the LUMO energy, the calculation gives 0.941 eV. Its SMILES is C[C@H]1N[C@H]1C=O.

```
! wB97M-V def2-TZVPD RIJCOSX def2/J DEFGRID3
* xyz 0 1
C -0.93 -0.40 1.25
C -0.37 -0.75 -0.10
N -0.70 0.14 -1.20
C 0.71 0.03 -0.80
C 1.32 1.23 -0.18
O 2.51 1.45 -0.19
H -1.00 0.69 1.38
H -0.33 -0.82 2.06
H -1.95 -0.80 1.34
H -0.33 -1.82 -0.31
H -0.86 -0.37 -2.07
H 1.40 -0.53 -1.43
H 0.61 1.93 0.31
*
```

Here are the Mulliken charges for atoms 1 to 2, given in e:
1. C -1.244
2. C 0.179

[2]
An isolated molecule of C17H19FN6O3S at a distorted geometry, computed with ωB97M-V/def2-TZVPD.

For the gap between HOMO and LUMO, the calculation gives 8.1 eV. The maximum force comes out at 0.0947 hartree/bohr. Its electronic energy is -46570.3205 eV. For the LUMO energy, the calculation gives 0.237 eV. Its SMILES is Cc1ccc(-c2nnc(NS(=O)(=O)[C@H](C)Cc3ncc(F)cn3)n2C2CC2)o1.

```
! wB97M-V def2-TZVPD RIJCOSX def2/J DEFGRID3
* xyz 0 1
C 5.45 1.62 2.78
C 4.02 1.85 2.51
C 3.42 3.07 2.64
C 2.03 2.89 2.26
C 1.91 1.54 1.95
C 0.67 0.89 1.48
N -0.48 1.46 1.48
N -1.44 0.57 1.06
C -0.78 -0.51 0.73
N -1.45 -1.51 0.06
S -0.79 -1.92 -1.46
O -0.26 -3.30 -1.43
O 0.33 -1.06 -1.90
C -2.16 -1.82 -2.63
C -1.89 -2.64 -3.88
C -2.38 -0.36 -3.10
C -2.93 0.58 -2.08
N -3.64 0.09 -1.07
C -4.16 1.01 -0.22
C -3.96 2.34 -0.36
F -4.53 3.28 0.51
C -3.17 2.75 -1.44
N -2.68 1.87 -2.31
N 0.56 -0.40 0.99
C 1.67 -1.37 0.81
C 2.37 -1.97 1.99
C 1.48 -2.80 1.09
O 3.15 0.94 2.08
H 5.92 2.57 3.09
H 5.97 1.25 1.88
H 5.57 0.84 3.53
H 3.93 3.98 2.90
H 1.26 3.65 2.33
H -2.42 -1.19 -0.01
H -3.05 -2.20 -2.10
H -2.78 -2.57 -4.50
H -1.73 -3.69 -3.68
H -1.03 -2.24 -4.39
H -3.09 -0.38 -3.94
H -1.45 0.03 -3.45
H -4.78 0.68 0.61
H -2.88 3.79 -1.60
H 2.30 -1.17 -0.05
H 3.42 -2.11 1.91
H 2.02 -1.70 3.01
H 0.48 -3.05 1.47
H 1.97 -3.57 0.46
*
```

Here are the Mulliken charges for atoms 1 to 2, given in e:
1. C -1.258
2. C 0.522

[3]
An isolated molecule of C22H24N2O5, computed with ωB97M-V/def2-TZVPD.

The value obtained for the energy above the lowest of the compared OMol25 structures with the same formula, charge and spin is 116.1 kJ/mol. For the gap between HOMO and LUMO, the calculation gives 8.5 eV. The maximum force comes out at 0.0190 hartree/bohr. Its electronic energy is -36422.0558 eV. For the LUMO energy, the calculation gives 0.080 eV. Its SMILES is O=C(COc1ccc2c(c1)oc(=O)c1ccccc12)NCCCN1CCOCC1.

```
! wB97M-V def2-TZVPD RIJCOSX def2/J DEFGRID3
* xyz 0 1
O 3.22 2.28 -3.43
C 2.42 2.77 -2.67
C 2.86 3.65 -1.49
O 1.97 3.58 -0.39
C 1.78 2.37 0.20
C 2.43 1.19 -0.15
C 2.12 0.01 0.49
C 1.16 -0.05 1.50
C 0.53 1.15 1.86
C 0.82 2.34 1.22
O -0.40 1.22 2.85
C -0.76 0.14 3.60
O -1.57 0.31 4.48
C -0.15 -1.15 3.25
C -0.55 -2.27 3.97
C -0.04 -3.51 3.66
C 0.87 -3.64 2.62
C 1.28 -2.53 1.90
C 0.78 -1.26 2.21
N 1.09 2.64 -2.76
C 0.46 1.65 -3.61
C 0.01 0.42 -2.83
C -1.19 0.71 -1.94
N -1.47 -0.35 -0.98
C -1.79 -1.62 -1.61
C -2.07 -2.66 -0.53
O -3.15 -2.28 0.29
C -2.86 -1.05 0.91
C -2.57 0.05 -0.11
H 2.85 4.70 -1.80
H 3.88 3.38 -1.20
H 3.19 1.18 -0.92
H 2.64 -0.89 0.20
H 0.32 3.24 1.51
H -1.27 -2.14 4.77
H -0.36 -4.39 4.21
H 1.26 -4.61 2.36
H 1.99 -2.65 1.10
H 0.52 3.07 -2.05
H -0.39 2.11 -4.12
H 1.21 1.37 -4.35
H 0.83 0.06 -2.21
H -0.24 -0.36 -3.55
H -2.08 0.91 -2.58
H -1.00 1.61 -1.35
H -0.93 -1.95 -2.20
H -2.67 -1.53 -2.26
H -2.35 -3.62 -0.98
H -1.17 -2.80 0.09
H -3.73 -0.80 1.51
H -1.99 -1.18 1.57
H -2.29 0.96 0.42
H -3.48 0.24 -0.69
*
```

Here are the Mulliken charges for atoms 1 to 2, given in e:
1. O -0.661
2. C 0.452

[4]
The ion C5H13N2 with charge +1 at a distorted geometry, computed with ωB97M-V/def2-TZVPD.

The value obtained for the energy above the lowest of the compared OMol25 structures with the same formula, charge and spin is 427.1 kJ/mol. For the gap between HOMO and LUMO, the calculation gives 9.8 eV. The maximum force comes out at 0.1254 hartree/bohr. Its electronic energy is -8366.3837 eV. For the LUMO energy, the calculation gives -3.852 eV. Its SMILES is C=[N+](C)CN(C)C.

```
! wB97M-V def2-TZVPD RIJCOSX def2/J DEFGRID3
* xyz 1 1
C -1.40 0.27 -2.21
N -1.08 0.25 -1.01
C -0.99 1.52 -0.25
C -0.38 -1.22 -0.28
N 0.59 -0.89 0.58
C 0.39 -0.38 1.93
C 1.86 -0.49 0.01
H -1.71 1.15 -2.63
H -1.53 -0.74 -2.55
H -1.27 1.30 0.82
H -0.08 1.86 -0.54
H -1.65 2.33 -0.44
H -1.33 -1.59 0.02
H 0.03 -1.75 -1.07
H 0.34 0.63 1.96
H -0.33 -0.75 2.57
H 1.39 -0.67 2.48
H 2.08 -1.36 -0.77
H 1.89 0.39 -0.47
H 2.58 -0.58 0.72
*
```

Here are the Mulliken charges for atoms 1 to 2, given in e:
1. C -0.231
2. N 0.083